44
Properties=species:S:1:pos:R:3:forces:R:3:nbo_charge:R:1 method="wB97M-V/def2-TZVPD" e_tot_ev=-26017.174 charge=+1 e_homo_ha=-0.475
C 0.6219 0.0260 0.1217 3.2 1.9 0.7 -0.137
O 1.9808 0.0852 0.8137 -1.0 2.3 -1.0 -0.817
C -0.3667 -0.4496 1.1361 -2.0 1.4 0.1 -0.068
C -1.8350 -0.1890 0.5569 1.3 -0.1 -1.9 -0.434
C -2.8905 -0.8093 1.4407 -2.0 2.0 0.5 -0.239
N -2.4918 -0.6891 2.8488 0.6 1.5 1.9 -0.912
N -0.1491 -1.9538 1.4595 -2.2 0.0 2.6 -0.750
H 0.7854 -0.5709 -0.7390 -0.3 -1.3 -0.6 0.210
H 0.5004 1.0463 -0.3623 -0.8 -1.2 1.2 0.252
H 2.3044 1.0573 0.6022 -0.5 -2.9 0.1 0.519
H -0.2859 0.1516 2.1000 0.2 -1.1 -1.3 0.243
H -1.8900 -0.7645 -0.4373 0.2 1.1 1.1 0.238
H -1.9284 0.9643 0.2908 0.1 -2.5 0.9 0.249
H -3.0242 -1.8827 1.2454 0.2 0.2 0.0 0.191
H -3.9402 -0.3540 1.1700 1.8 -0.7 0.5 0.206
H -0.2874 -2.1249 2.5779 1.0 0.8 -3.2 0.470
H -3.0325 -1.3076 3.4074 -0.5 -0.5 0.5 0.377
H -2.4151 0.2317 3.4678 -0.5 -2.2 -2.7 0.402
H 0.7819 -2.2218 1.0745 -0.4 -0.6 0.4 0.486
H -0.9971 -2.5311 1.1353 2.0 0.9 -0.3 0.454
H -1.4661 -0.3140 -4.0299 0.8 -1.0 -0.7 0.464
H -2.1164 0.6481 -3.3271 -3.3 2.4 0.7 0.455
O -1.2949 0.2706 -3.3002 2.5 -1.5 0.0 -0.917
H 3.0897 -3.3409 1.5278 0.3 -1.6 1.0 0.470
H 3.1688 -1.9655 1.1294 -0.2 0.2 -0.8 0.490
O 2.8760 -2.8267 0.7738 -0.4 1.6 -0.1 -0.942
H -1.4216 3.6528 0.7377 2.2 -0.5 -1.7 0.490
H -0.2244 4.4656 0.2733 0.2 -0.5 -0.2 0.490
O -0.5884 3.5707 0.1249 -2.5 1.2 2.2 -0.960
H -0.9902 -4.4589 -1.9603 -0.5 1.4 0.4 0.489
H -2.1295 -3.4471 -2.0228 -2.7 0.3 -1.3 0.470
O -1.3006 -3.5632 -1.6568 3.2 -1.6 1.0 -0.956
H 1.4507 1.5069 2.4152 -0.5 -3.4 0.0 0.457
H 1.8269 2.6555 1.6568 0.0 0.6 0.6 0.465
O 1.6197 2.3884 2.5712 0.5 3.1 -0.4 -0.921
H 3.7101 -1.4995 -2.3723 -1.8 0.6 -1.1 0.486
H 2.3024 -0.8757 -2.8506 -2.0 1.9 1.3 0.468
O 3.0069 -1.4067 -3.0789 3.7 -2.4 -0.3 -0.951
H -0.4809 3.4477 -1.7371 1.8 -1.8 -1.3 0.503
H 0.2703 3.1564 -3.0081 1.7 5.3 -12.6 0.445
O 0.1612 2.8359 -2.2734 -3.5 -3.6 13.6 -0.940
H 3.0862 2.5742 -1.3934 0.2 -0.2 0.3 0.491
H 1.6456 2.5345 -1.2745 -5.6 1.9 -3.3 0.487
O 2.3575 2.2772 -0.8350 5.7 -1.5 3.1 -0.969

---

46
Properties=species:S:1:pos:R:3:forces:R:3:nbo_charge:R:1 method="wB97M-V/def2-TZVPD" e_tot_ev=-29553.477 multiplicity=2 s_squared=0.758 charge=+1 e_homo_ha="-0.464 / -0.461"
C 0.4678 0.2934 -0.2061 -0.5 -0.4 -0.7 -0.286
C 0.9625 1.2665 0.9525 1.1 -0.8 3.7 -0.393
C -0.1310 1.6936 2.0477 -0.3 -0.6 2.2 -0.284
N -1.4284 2.2773 1.6196 7.3 3.9 3.6 -0.795
N -0.2453 -0.9360 0.3463 0.2 4.8 0.8 -0.284
C 0.4396 -2.0296 0.8514 2.2 -3.9 -0.6 0.734
N 1.6532 -2.3610 0.2618 -1.6 2.5 -3.0 -0.782
O -0.0230 -2.8151 1.6608 -1.0 1.5 -0.1 -0.561
H -0.2804 0.9375 -0.7358 0.2 -0.9 0.3 0.289
H 1.3118 0.0457 -0.9032 -1.0 -0.1 0.9 0.291
H 1.5076 2.1794 0.5715 -0.8 -1.4 -0.2 0.298
H 1.7340 0.5805 1.5832 -1.5 1.7 -1.5 0.224
H -0.3083 0.7823 2.7553 -0.2 1.1 -1.5 0.185
H 0.2604 2.3825 2.9004 0.2 -0.8 -2.1 0.252
H -2.0194 1.6816 1.3498 -6.0 -5.9 -2.8 0.339
H -1.2799 2.9929 0.9644 -0.2 1.3 -0.9 0.384
H -1.0593 -0.5826 0.9536 0.9 -1.2 -1.1 0.465
H 1.8077 -2.1212 -0.7570 -0.1 0.0 1.5 0.445
H 2.4520 -2.6275 0.7631 0.7 -0.9 1.1 0.431
H -1.8781 -0.8923 -1.9317 -0.2 0.4 -0.5 0.482
H -2.7111 0.0318 -2.8045 0.4 -0.3 0.0 0.501
O -1.8096 -0.3366 -2.7322 -0.6 -0.1 0.7 -0.976
H 2.0797 3.0758 -1.9844 -0.8 -0.4 0.6 0.497
H 1.1635 1.9596 -2.4192 -0.5 -0.7 -0.9 0.498
O 1.3368 2.5100 -1.6627 1.3 1.3 -0.1 -0.994
H -0.5861 3.2152 -0.9893 0.7 -0.5 -0.2 0.470
H -0.9424 4.5939 -1.4572 -1.0 -1.2 1.1 0.485
O -1.3130 3.8259 -0.9225 0.4 1.8 -1.1 -0.951
H 0.2542 -2.3163 3.7417 -1.0 0.6 -0.2 0.461
H 1.0302 -3.5179 3.3633 0.0 -1.9 -1.6 0.468
O 0.9892 -2.8443 3.9863 1.3 1.3 2.4 -0.917
H 0.3587 -1.6036 -2.6379 0.7 0.7 -1.1 0.481
H 1.4077 -0.6534 -3.4919 -1.1 -1.4 1.3 0.528
O 1.2965 -1.3852 -2.8116 0.5 0.2 0.1 -1.002
H 3.8703 -0.1890 1.8452 -0.1 -0.2 0.5 0.456
H 4.5032 -0.0131 0.5334 0.3 -1.3 -3.3 0.457
O 4.4938 0.3513 1.3645 -0.2 1.4 2.8 -0.907
H -0.5443 0.9407 -3.7103 -6.5 -0.1 1.4 0.489
H 0.4469 1.4212 -4.6620 0.1 -0.9 1.2 0.492
O 0.3178 0.8739 -3.8353 6.6 1.5 -2.9 -0.956
H -3.0490 -3.7346 1.6329 -1.1 -0.9 -0.1 0.489
H -1.8485 -2.9483 1.7514 -1.1 0.9 0.1 0.491
O -2.8380 -2.8123 1.6717 2.3 -0.3 0.4 -0.970
H -3.4948 -1.5938 0.6921 0.6 -0.9 0.3 0.492
H -4.6404 -0.7171 0.3990 1.0 0.3 -0.7 0.485
O -3.7142 -0.8813 0.0921 -1.4 0.9 0.1 -1.001

---

45
Properties=species:S:1:pos:R:3:forces:R:3:nbo_charge:R:1 method="wB97M-V/def2-TZVPD" e_tot_ev=-28630.038 multiplicity=2 s_squared=0.751 charge=-1 e_homo_ha="0.012 / -0.272"
N 0.7708 -0.9890 -3.0145 0.4 -0.7 1.3 -0.986
C -0.0619 -1.1619 -1.9416 0.4 0.1 -0.2 0.522
C -1.5669 -0.8860 -2.0430 -1.9 0.8 1.3 -0.361
C -1.9071 -0.0854 -0.6333 0.3 -0.7 -1.1 -0.617
C -2.1036 -0.0027 -3.2460 4.4 2.9 1.7 -0.773
O 0.4149 -1.5184 -0.8287 -0.4 -0.1 -1.4 -0.796
H 0.4304 -0.7347 -3.9731 0.7 -0.4 1.1 0.361
H 1.7785 -1.2810 -2.7547 -1.9 0.6 -1.2 0.375
H -2.2055 -1.8241 -2.0451 1.3 0.6 0.2 0.239
H -1.0234 0.0631 0.0334 -0.8 -0.4 -0.6 0.223
H -2.2481 0.8948 -0.9249 -0.1 0.4 0.0 0.193
H -2.7383 -0.5783 -0.1118 0.4 0.1 0.0 0.217
H -2.2489 -0.4387 -4.2031 -0.9 -0.6 -0.5 0.219
H -1.1180 0.6071 -3.4573 -1.4 -0.8 -0.1 0.195
H -2.6436 0.9390 -2.9318 -0.5 -1.7 -0.5 0.223
H 0.6388 1.2132 1.6054 -0.1 -1.2 -1.1 0.494
H 0.3635 1.0803 3.1590 0.2 0.3 -1.5 0.509
O 0.6057 1.6879 2.4103 0.3 0.7 2.7 -0.992
H -1.4527 -0.9572 3.0036 1.1 -0.9 -0.2 0.490
H -1.9346 -0.2239 4.0360 0.9 0.1 1.1 0.462
O -1.0904 -0.7038 3.8716 -2.0 1.1 -0.3 -0.965
H 3.2782 0.5085 0.6579 0.4 0.6 -0.5 0.496
H 2.9761 -0.8902 0.7295 0.2 -0.5 -0.5 0.464
O 3.4306 -0.2925 0.1144 -0.3 -0.5 1.2 -1.006
H -0.4846 -3.3448 -0.7099 0.4 2.2 0.8 0.475
H -0.1277 -4.3760 -1.6173 0.5 -0.6 -0.8 0.452
O -0.7444 -4.2153 -0.9152 -0.8 -1.6 0.0 -0.981
H 3.0077 1.6723 -1.2275 0.3 -0.5 -0.1 0.458
H 2.0947 0.4433 -1.3714 0.2 0.4 0.3 0.510
O 2.0958 1.4154 -1.3806 -0.3 0.1 -0.9 -1.029
H -1.4248 -1.8687 1.3235 0.7 0.6 -0.6 0.487
H -1.8525 -3.1834 1.7677 0.5 -2.7 0.0 0.473
O -2.1097 -2.3028 1.8193 -1.3 2.0 0.2 -0.958
H 0.8863 -1.6272 1.0116 0.4 -1.0 -1.6 0.506
H 0.8562 -1.9661 2.5510 0.5 -1.7 1.2 0.477
O 0.7095 -1.3448 1.8848 -0.7 2.7 0.1 -0.997
H -1.9335 2.8774 1.7671 0.4 0.3 -1.0 0.468
H -1.0056 3.0883 2.9820 1.5 0.5 -0.2 0.484
O -1.8138 2.7272 2.6879 -2.4 -0.7 1.1 -0.959
H 3.0717 2.8018 0.5924 -0.4 0.6 -0.1 0.477
H 2.3717 2.3200 1.9357 1.0 -0.3 -1.4 0.521
O 3.1207 2.1452 1.2775 -0.4 -0.1 2.0 -0.995
H 0.2402 3.6588 -0.6935 1.0 0.1 0.9 0.457
H 1.5729 3.0653 -0.9524 -0.4 0.0 0.8 0.489
O 1.1246 3.5881 -0.2450 -1.1 0.2 -1.6 -1.003

---

13
Properties=species:S:1:pos:R:3:forces:R:3:nbo_charge:R:1 method="wB97M-V/def2-TZVPD" e_tot_ev=-162170.621 charge=0 e_homo_ha="-0.347 / -0.295"
C -1.5468 -0.6309 1.1010 -0.2 0.2 0.5 -0.033
C -1.1575 0.1404 2.1601 0.3 0.1 0.0 -0.435
C 0.4923 -0.1980 0.4277 -0.1 0.6 0.8 -0.115
C 1.6028 -0.1741 -0.4338 0.7 -0.4 -0.8 -0.242
N -0.6265 -0.8114 0.1481 0.2 -0.4 -0.6 -0.408
N 0.1754 0.7246 -2.3676 1.0 -0.2 1.2 0.542
O 0.2917 -0.0523 -3.2446 -0.7 0.4 -0.9 -0.270
O -0.4446 1.7037 -2.1358 -0.5 0.2 -0.5 -0.285
S 0.4543 0.6841 1.9558 -0.3 -0.4 -0.6 0.440
Br 3.0849 0.9093 -0.0513 -0.3 -0.1 0.0 0.155
Br 1.9030 -1.6401 -1.5639 0.4 -0.1 0.6 0.189
H -2.5184 -1.0711 0.9711 -0.2 -0.1 0.1 0.217
H -1.7107 0.4159 3.0332 -0.2 0.0 0.2 0.245

---

15
Properties=species:S:1:pos:R:3:forces:R:3:nbo_charge:R:1 method="wB97M-V/def2-TZVPD" e_tot_ev=-166262.745 smiles="O=[N+]([O-])C1=C[C@@H](Br)S[C@]1(Br)[N+](=O)[O-]" charge=0 e_homo_ha=-0.369
C -1.3416 0.0260 0.5099 -0.2 2.7 0.7 -0.159
C -0.1039 -0.3708 0.6014 1.7 4.0 -4.4 0.107
C -1.5799 1.2142 -0.4449 0.9 -1.2 -0.8 -0.399
C 1.0570 0.4608 -0.4320 -3.1 -2.5 1.2 -0.260
N 0.3040 -1.3548 1.4512 -1.7 -0.5 2.4 0.483
N 1.5325 -0.7166 -1.3801 -2.9 0.2 -0.4 0.504
O -0.4959 -1.6603 2.3331 0.6 -0.5 0.0 -0.387
O 1.3924 -1.7694 1.2880 2.8 -1.6 -0.1 -0.320
O 0.5527 -1.3095 -1.8648 1.8 0.5 0.7 -0.393
O 2.6752 -0.8913 -1.6030 1.1 -0.2 -0.1 -0.291
S 0.0405 1.5962 -1.4143 -1.0 -0.9 1.4 0.310
Br -2.1937 2.8960 0.2814 -0.2 -0.5 0.3 0.084
Br 2.4253 1.2997 0.5143 0.6 0.0 0.3 0.185
H -1.9828 -0.2767 1.3570 -0.3 0.1 -1.1 0.288
H -2.2819 0.8564 -1.1974 -0.2 0.5 0.0 0.247

---

10
Properties=species:S:1:pos:R:3:forces:R:3:nbo_charge:R:1 method="wB97M-V/def2-TZVPD" e_tot_ev=-148352.408 charge=0 e_homo_ha=-0.333
C -0.0836 -2.3135 2.0545 -1.6 0.2 1.6 -0.085
C -1.7816 -0.2250 0.3017 1.3 -2.8 -0.5 -0.148
C 0.0568 -2.3072 0.6747 1.0 0.5 -1.4 0.620
C -0.4727 -0.2088 -0.3519 -0.2 -0.5 -2.8 -0.276
O 0.3522 -3.5055 0.7539 0.3 0.0 -0.9 -0.445
O 0.2758 -1.4957 -0.3543 -1.2 -0.1 1.0 -0.464
Br -1.9228 -2.7847 2.5114 0.7 0.2 0.1 0.036
Br -2.4520 1.3504 0.5855 -0.9 2.4 0.3 0.251
H -0.7965 -0.2115 -1.5359 0.6 0.5 2.7 0.285
H 0.2183 0.6230 -0.1469 0.0 -0.4 -0.1 0.226

---

Repeat the first record exactly.
44
Properties=species:S:1:pos:R:3:forces:R:3:nbo_charge:R:1 method="wB97M-V/def2-TZVPD" e_tot_ev=-26017.174 charge=+1 e_homo_ha=-0.475
C 0.6219 0.0260 0.1217 3.2 1.9 0.7 -0.137
O 1.9808 0.0852 0.8137 -1.0 2.3 -1.0 -0.817
C -0.3667 -0.4496 1.1361 -2.0 1.4 0.1 -0.068
C -1.8350 -0.1890 0.5569 1.3 -0.1 -1.9 -0.434
C -2.8905 -0.8093 1.4407 -2.0 2.0 0.5 -0.239
N -2.4918 -0.6891 2.8488 0.6 1.5 1.9 -0.912
N -0.1491 -1.9538 1.4595 -2.2 0.0 2.6 -0.750
H 0.7854 -0.5709 -0.7390 -0.3 -1.3 -0.6 0.210
H 0.5004 1.0463 -0.3623 -0.8 -1.2 1.2 0.252
H 2.3044 1.0573 0.6022 -0.5 -2.9 0.1 0.519
H -0.2859 0.1516 2.1000 0.2 -1.1 -1.3 0.243
H -1.8900 -0.7645 -0.4373 0.2 1.1 1.1 0.238
H -1.9284 0.9643 0.2908 0.1 -2.5 0.9 0.249
H -3.0242 -1.8827 1.2454 0.2 0.2 0.0 0.191
H -3.9402 -0.3540 1.1700 1.8 -0.7 0.5 0.206
H -0.2874 -2.1249 2.5779 1.0 0.8 -3.2 0.470
H -3.0325 -1.3076 3.4074 -0.5 -0.5 0.5 0.377
H -2.4151 0.2317 3.4678 -0.5 -2.2 -2.7 0.402
H 0.7819 -2.2218 1.0745 -0.4 -0.6 0.4 0.486
H -0.9971 -2.5311 1.1353 2.0 0.9 -0.3 0.454
H -1.4661 -0.3140 -4.0299 0.8 -1.0 -0.7 0.464
H -2.1164 0.6481 -3.3271 -3.3 2.4 0.7 0.455
O -1.2949 0.2706 -3.3002 2.5 -1.5 0.0 -0.917
H 3.0897 -3.3409 1.5278 0.3 -1.6 1.0 0.470
H 3.1688 -1.9655 1.1294 -0.2 0.2 -0.8 0.490
O 2.8760 -2.8267 0.7738 -0.4 1.6 -0.1 -0.942
H -1.4216 3.6528 0.7377 2.2 -0.5 -1.7 0.490
H -0.2244 4.4656 0.2733 0.2 -0.5 -0.2 0.490
O -0.5884 3.5707 0.1249 -2.5 1.2 2.2 -0.960
H -0.9902 -4.4589 -1.9603 -0.5 1.4 0.4 0.489
H -2.1295 -3.4471 -2.0228 -2.7 0.3 -1.3 0.470
O -1.3006 -3.5632 -1.6568 3.2 -1.6 1.0 -0.956
H 1.4507 1.5069 2.4152 -0.5 -3.4 0.0 0.457
H 1.8269 2.6555 1.6568 0.0 0.6 0.6 0.465
O 1.6197 2.3884 2.5712 0.5 3.1 -0.4 -0.921
H 3.7101 -1.4995 -2.3723 -1.8 0.6 -1.1 0.486
H 2.3024 -0.8757 -2.8506 -2.0 1.9 1.3 0.468
O 3.0069 -1.4067 -3.0789 3.7 -2.4 -0.3 -0.951
H -0.4809 3.4477 -1.7371 1.8 -1.8 -1.3 0.503
H 0.2703 3.1564 -3.0081 1.7 5.3 -12.6 0.445
O 0.1612 2.8359 -2.2734 -3.5 -3.6 13.6 -0.940
H 3.0862 2.5742 -1.3934 0.2 -0.2 0.3 0.491
H 1.6456 2.5345 -1.2745 -5.6 1.9 -3.3 0.487
O 2.3575 2.2772 -0.8350 5.7 -1.5 3.1 -0.969